[1]
# C6H7I2N2O2

The ion C6H7I2N2O2 with charge +1 in a non-equilibrium geometry (ωB97M-V/def2-TZVPD, the OMol25 dataset).

Properties
- F_max: 4.44 eV/Å
- Energy relative to the best compared isomer or geometry (same formula, charge and spin): 22.46 kcal per mole
- SMILES: [NH3+]C1=C[C@@H]2C[C@@]1(I)ON2C(=O)I
- Total charge: +1
- HOMO energy: -12.3361 eV
- Kohn-Sham gap: 8.143 eV

Each line ends with the Löwdin charge.
Positions of all 19 atoms, in Å:
N  -1.97277  -0.90538  -1.37673  0.2145
C  -0.93189  -0.65614  -0.41550  -0.2398
C  0.19988  -1.24981  -0.10621  0.0773
C  0.95889  -0.36226  0.84970  -0.2783
C  -0.17311  0.20979  1.66919  -0.0734
C  -0.92079  0.64690  0.37958  -0.7286
I  -2.66618  2.01385  0.52941  0.9574
O  0.07225  1.46726  -0.30726  -0.0831
N  1.33334  0.82103  0.12832  -0.0556
C  2.40693  1.11216  -0.57292  -0.7924
O  2.54667  1.78159  -1.52564  0.0855
I  4.27479  0.39232  0.52302  0.7614
H  -2.27467  -1.94557  -1.40424  0.2273
H  -1.70796  -0.50806  -2.40897  0.2627
H  -2.78922  -0.27358  -1.29299  0.1062
H  0.57720  -2.15835  -0.51471  0.1358
H  1.86385  -0.96660  1.32559  0.1525
H  0.00242  1.07490  2.14566  0.0812
H  -0.79962  -0.49405  2.37472  0.1893

Cartesian forces (eV/Å) of the 6 atoms listed first:
N -0.185 -0.471 -3.823
C -0.711 1.705 1.122
C -0.159 -0.917 -0.881
C 1.669 -2.345 1.634
C -3.277 -2.983 -0.189
C -0.282 0.783 -0.066


[2]
# C31H31NO4S2

A structure of composition C31H31NO4S2 in a non-equilibrium geometry (ωB97M-V/def2-TZVPD, the OMol25 dataset).

Properties
- F_max: 4.86 eV/Å
- Energy relative to the best compared isomer or geometry (same formula, charge and spin): 0.00 kcal per mole
- Total charge: 0
- HOMO energy: -7.6889 eV
- Kohn-Sham gap: 7.424 eV

Each line ends with the Löwdin charge.
Positions of all 69 atoms, in Å:
C  -3.23813  -1.42973  -2.94759  -0.2020
C  -2.77440  -0.12764  -3.59262  -0.1750
C  -1.70660  0.56517  -2.75358  -0.1888
N  -0.64386  -0.31767  -2.30976  -0.1015
C  0.56942  0.37502  -1.80695  -0.3585
C  1.82167  -0.09120  -2.56620  -0.1367
C  1.81321  -1.30387  -3.25542  -0.0151
C  2.98742  -1.76052  -3.86701  -0.0718
C  4.14888  -0.98721  -3.81421  -0.0898
C  4.14040  0.23625  -3.13079  -0.0763
C  2.98500  0.67209  -2.47859  -0.0259
C  -1.07331  -1.55381  -1.67263  -0.1921
C  -2.05476  -2.30786  -2.56179  -0.1767
H  -3.83001  -1.20990  -2.05144  0.1158
H  -3.88224  -1.97793  -3.63879  0.1078
H  -2.38880  -0.32161  -4.60108  0.1140
H  -3.61514  0.56412  -3.71010  0.1117
H  -1.22951  1.39244  -3.29503  0.1278
H  -2.19720  1.00239  -1.87006  0.0995
H  0.44806  1.44198  -2.07599  0.1477
H  0.87196  -1.85112  -3.31996  0.1020
H  2.97096  -2.72337  -4.37604  0.1026
H  5.06028  -1.33468  -4.30361  0.1017
H  5.04411  0.84356  -3.08913  0.1021
H  2.95835  1.61242  -1.92635  0.1101
H  -0.19032  -2.18403  -1.51399  0.0988
H  -1.54423  -1.34253  -0.68992  0.1328
H  -2.37992  -3.21568  -2.04022  0.1162
H  -1.52788  -2.63981  -3.46603  0.1138
C  1.77859  -3.70700  2.65259  -0.0974
C  1.89144  -2.64713  3.55810  -0.0809
C  1.61573  -1.34943  3.14604  -0.0518
C  1.03959  -1.06244  1.87968  -0.2052
C  0.44118  0.27493  1.64751  -0.3846
S  -0.02230  1.20313  0.38743  0.9216
C  0.71000  2.79499  0.18968  -0.2963
C  -0.07608  3.85516  -0.29077  -0.0382
C  0.47309  5.13479  -0.36156  -0.0570
C  1.79842  5.35033  0.02676  -0.0588
C  2.58727  4.28235  0.46764  -0.0538
C  2.04874  2.99668  0.54843  -0.0411
O  0.96817  0.21485  -0.50693  -0.1997
O  -1.45375  1.23564  0.08718  -0.2797
S  -0.18036  1.12052  3.13931  0.7149
C  -1.65497  0.21856  3.62208  -0.2601
C  -2.80398  0.34559  2.84659  -0.0557
C  -3.96868  -0.32443  3.22322  -0.0692
C  -3.97864  -1.10172  4.38456  -0.0810
C  -2.82420  -1.21965  5.16518  -0.0732
C  -1.65539  -0.55281  4.78790  -0.0499
O  0.75099  1.09360  4.24373  -0.3205
O  -0.63434  2.42234  2.66186  -0.3335
C  1.01189  -2.14025  0.96981  -0.0361
C  1.37042  -3.43472  1.34214  -0.0784
H  2.01913  -4.72449  2.95801  0.0967
H  2.20746  -2.81829  4.58728  0.1045
H  1.85193  -0.53793  3.82119  0.0878
H  -1.10458  3.66576  -0.59652  0.1222
H  -0.15038  5.95534  -0.71832  0.1122
H  2.22193  6.35382  -0.01722  0.1101
H  3.62894  4.43702  0.74984  0.1131
H  2.64230  2.14856  0.88759  0.1324
H  -2.79117  0.96001  1.94849  0.0973
H  -4.85827  -0.22640  2.60088  0.1063
H  -4.89154  -1.62089  4.67956  0.1036
H  -2.81950  -1.82666  6.07186  0.1060
H  -0.74981  -0.62266  5.38861  0.1132
H  0.69652  -1.94374  -0.04953  0.0633
H  1.32080  -4.22857  0.59503  0.1026

Cartesian forces (eV/Å) of the 6 atoms listed first:
C -0.074 -0.119 0.001
C 0.323 0.064 -0.287
C -0.293 0.449 0.631
N 1.000 0.265 0.243
C 0.311 -0.869 -4.768
C -0.199 -0.399 -0.159


[3]
# C21H50AlO3

A structure of composition C21H50AlO3 (ωB97M-V/def2-TZVPD, the OMol25 dataset).

Properties
- F_max: 0.42 eV/Å
- Total charge: -1
- HOMO energy: -4.3070 eV
- Kohn-Sham gap: 6.570 eV

Each line ends with the Löwdin charge.
Positions of all 75 atoms, in Å:
C  6.33693  -2.19337  2.88230  -0.1478
C  5.86026  -2.23216  1.41704  -0.3840
C  4.48190  -1.58596  1.23256  -0.3400
Al  4.36100  0.39086  1.69833  0.2141
C  2.96642  1.23535  0.49178  -0.3148
C  2.32761  2.53871  1.00618  -0.3107
C  0.82563  2.66875  0.68920  -0.2242
C  -0.06423  2.03187  1.76967  -0.2119
C  -1.34316  2.81849  2.06089  -0.2273
C  -2.40318  1.99811  2.79681  -0.2256
C  -3.26789  1.15751  1.86199  -0.2155
C  -4.46630  0.50463  2.55424  -0.1854
C  -4.79739  -0.86645  2.00385  -0.2601
O  -3.82960  -1.78349  2.47678  -0.1860
C  -4.05087  -3.08838  2.00771  -0.1189
H  6.32917  -3.18816  3.33790  0.0522
H  7.35184  -1.80320  2.97955  0.0556
H  5.68601  -1.54976  3.47809  0.0390
H  5.87558  -3.27511  1.07108  0.0747
H  6.58400  -1.70078  0.79215  0.0747
H  4.16504  -1.68956  0.18463  0.0316
H  3.74469  -2.14832  1.82580  0.0363
H  5.84072  1.08810  1.50956  -0.1058
H  3.88480  0.60491  3.26353  -0.1015
H  3.38719  1.40916  -0.50571  0.0341
H  2.18778  0.46737  0.36734  0.0375
H  2.45880  2.60915  2.09226  0.0669
H  2.86085  3.38168  0.55678  0.0786
H  0.64129  2.17996  -0.27136  0.1056
H  0.54592  3.72676  0.59569  0.0853
H  0.51130  1.94301  2.69536  0.1130
H  -0.34098  1.01176  1.48237  0.1079
H  -1.08976  3.70488  2.65116  0.1078
H  -1.76127  3.18583  1.11536  0.1036
H  -1.90109  1.32193  3.49744  0.1181
H  -3.04823  2.64253  3.40411  0.1061
H  -3.61204  1.78479  1.03348  0.1117
H  -2.64717  0.37203  1.42197  0.1107
H  -5.35303  1.13914  2.47716  0.1116
H  -4.25485  0.38621  3.62136  0.1162
H  -4.76469  -0.85226  0.90195  0.1246
H  -5.80401  -1.19393  2.30201  0.1183
H  -4.07284  -3.12085  0.90903  0.0710
H  -5.00026  -3.49394  2.38391  0.0868
H  -3.23089  -3.71286  2.35964  0.0907
C  0.93029  6.04968  -1.78439  -0.0783
C  2.35615  5.52245  -1.81593  -0.2779
O  2.48839  4.26893  -2.45666  -0.1554
C  2.10110  4.21393  -3.81267  -0.2851
C  2.88706  5.14331  -4.72426  -0.0850
H  0.27507  5.32408  -1.30063  0.0695
H  0.89147  6.98258  -1.21934  0.0747
H  0.54077  6.25241  -2.78375  0.0625
H  2.70120  5.35280  -0.79617  0.1101
H  3.02916  6.26168  -2.26863  0.1060
H  1.02540  4.40131  -3.92160  0.1061
H  2.27560  3.17746  -4.10291  0.1200
H  2.70485  6.19451  -4.49570  0.0624
H  2.59258  4.97513  -5.76182  0.0716
H  3.95701  4.95202  -4.63211  0.0804
C  -2.31153  -4.42023  -1.60627  -0.0720
C  -3.77524  -4.77057  -1.80701  -0.2887
O  -4.07961  -5.30279  -3.08695  -0.1625
C  -3.40064  -6.49547  -3.43607  -0.2860
C  -3.67571  -7.66366  -2.50428  -0.0833
H  -1.97296  -3.72639  -2.37630  0.0856
H  -2.17663  -3.94468  -0.63396  0.0686
H  -1.66862  -5.30083  -1.63056  0.0688
H  -4.38445  -3.86890  -1.73454  0.1138
H  -4.11557  -5.45126  -1.01722  0.1056
H  -2.32161  -6.31950  -3.51129  0.1077
H  -3.75783  -6.73022  -4.43941  0.1162
H  -3.29038  -7.48731  -1.49950  0.0660
H  -3.18881  -8.56095  -2.88944  0.0747
H  -4.74753  -7.85446  -2.43360  0.0792

Cartesian forces (eV/Å) of the 6 atoms listed first:
C 0.002 -0.045 -0.009
C -0.004 0.047 0.026
C 0.040 0.002 0.014
Al 0.030 0.021 0.006
C 0.069 -0.047 0.247
C -0.016 -0.242 -0.342


[4]
# C21H35BN5O5

A cluster of 3 separate species, C21H35BN5O5 in total in a non-equilibrium geometry (ωB97M-V/def2-TZVPD, the OMol25 dataset).

Properties
- F_max: 3.18 eV/Å
- Energy relative to the best compared isomer or geometry (same formula, charge and spin): 39.49 kcal per mole
- Total charge: -1
- HOMO energy: -4.6527 eV
- Kohn-Sham gap: 7.192 eV

Each line ends with the Löwdin charge.
Positions of all 67 atoms, in Å:
C  -2.72316  -1.68096  5.03886  -0.1444
C  -1.46471  -1.64002  4.05755  -0.2659
C  -1.77142  -1.00592  2.63122  -0.2120
C  -0.66698  -1.45226  1.53754  -0.2285
N  0.29471  -0.33252  1.41058  0.0351
B  1.29770  -0.55216  0.25096  -0.9335
C  0.45794  -0.30267  -1.13977  0.0256
C  0.77272  -1.29398  -2.32646  -0.3820
O  1.02541  -0.78082  -3.45166  -0.0149
N  0.75368  -2.74261  -2.24982  -0.1863
C  1.54453  -3.38609  -3.32086  -0.1109
C  -0.61285  -3.29807  -2.11857  -0.0826
O  2.39171  0.42432  0.48854  -0.0520
C  3.44494  0.28055  -0.46126  -0.1749
C  4.80451  -0.31430  0.14046  -0.3574
C  6.07083  0.62198  -0.05868  -0.0662
O  5.08912  -1.54774  -0.57986  -0.0962
O  1.88828  -1.92953  0.38767  -0.0172
N  2.53265  -2.10505  1.55267  -0.0548
O  2.43040  -3.24955  1.90150  -0.0043
H  -3.64190  -2.10855  4.53838  0.0613
H  -2.43463  -2.37950  5.89666  0.0608
H  -2.91702  -0.67245  5.52452  0.0667
H  -0.61615  -1.06223  4.54846  0.1083
H  -1.09256  -2.69540  3.89356  0.0958
H  -1.71716  0.12909  2.72784  0.1045
H  -2.81626  -1.24238  2.24948  0.0717
H  -0.14919  -2.36844  1.97188  0.0963
H  -1.21689  -1.70878  0.58767  0.0926
H  0.79149  -0.14575  2.28686  0.0977
H  0.73301  0.74327  -1.50296  0.1051
H  -0.67268  -0.27380  -1.00003  0.1094
H  1.87385  -4.42415  -2.97467  0.0898
H  2.50883  -2.80308  -3.48286  0.0970
H  0.95974  -3.48621  -4.28356  0.0840
H  -0.87145  -3.27054  -1.00471  0.0845
H  -0.60624  -4.40589  -2.38350  0.0919
H  -1.40789  -2.71960  -2.67605  0.0940
H  3.18832  -0.33740  -1.37331  0.1285
H  3.70283  1.33007  -0.84621  0.1112
H  4.62144  -0.50687  1.25131  0.1402
H  6.59638  0.32128  -1.01305  0.0789
H  5.84665  1.72544  0.02030  0.0747
H  6.79637  0.37645  0.78851  0.0735
H  4.29986  -2.11698  -0.49091  0.0739
N  -4.56955  0.21495  1.86852  0.0597
C  -5.83366  0.13244  2.30509  -0.1470
C  -6.90431  0.76451  1.69303  -0.0860
C  -6.65494  1.53120  0.56445  -0.0926
C  -5.35488  1.63439  0.09324  -0.0728
C  -4.35496  0.95978  0.77610  -0.1297
H  -5.97715  -0.47589  3.19250  0.1007
H  -7.90673  0.66022  2.08891  0.0952
H  -7.46548  2.04275  0.05734  0.0998
H  -5.12252  2.22423  -0.78418  0.1009
H  -3.32190  1.00641  0.44473  0.1113
N  1.03036  4.51866  -1.07264  0.0640
C  1.65783  3.50213  -1.68313  -0.1341
C  1.90377  3.45543  -3.04669  -0.0607
C  1.47460  4.51720  -3.82753  -0.0916
C  0.82150  5.58033  -3.22091  -0.0953
C  0.62729  5.53321  -1.84996  -0.1709
H  1.97131  2.69294  -1.03083  0.0874
H  2.41714  2.60911  -3.48517  0.1071
H  1.64701  4.51692  -4.89811  0.0996
H  0.47176  6.42638  -3.79945  0.0917
H  0.12473  6.34250  -1.32949  0.0943

Cartesian forces (eV/Å) of the 6 atoms listed first:
C 1.094 -0.354 0.538
C -0.551 0.119 -0.356
C 0.287 -0.098 -0.080
C -0.488 0.845 2.302
N -0.113 -0.627 -1.072
B -0.801 1.672 1.843